1.
Formula: C5H8O
Source: the OMol25 dataset
Level of theory: wB97M-V/def2-TZVPD

E_tot, a.u.: -270.3701
Relative energy (zero: lowest compared OMol25 entry of this formula, charge and spin), kJ/mol: 493.2
F_max, eV Å⁻¹: 1.116
Orbital gap, eV: 8.809
Molar mass, g mol⁻¹: 84.12

Each line ends with the Mulliken charge.
Atoms and positions in Å:
C 1.77478 0.14314 0.56619  -1.401
C 0.51822 0.29081 -0.22811  0.395
C -0.28555 -0.91251 -0.73255  -0.524
C -1.48683 -0.32371 -0.00879  0.091
O -0.59960 0.58871 0.77967  -0.280
C -1.69785 1.09967 -0.35591  -0.748
H 1.60852 -0.59218 1.35385  0.343
H 2.01188 1.11300 1.01975  0.327
H 2.61792 -0.15579 -0.06176  0.373
H 0.61041 1.07430 -0.99992  0.399
H 0.09841 -1.84380 -0.30668  0.260
H -0.43955 -1.00381 -1.80737  0.283
H -2.20498 -0.95974 0.52541  0.334
H -2.52577 1.48190 0.25622  0.148

***

2.
Formula: C6H10O2
Source: the OMol25 dataset
Level of theory: wB97M-V/def2-TZVPD

E_tot, a.u.: -384.9140
Relative energy (zero: lowest compared OMol25 entry of this formula, charge and spin), kJ/mol: 494.5
F_max, eV Å⁻¹: 7.440
Orbital gap, eV: 10.092
Molar mass, g mol⁻¹: 114.14

Each line ends with the Mulliken charge.
Atoms and positions in Å:
C 0.87029 0.26923 0.57509  0.564
C 1.33976 -0.67731 -0.57793  -0.788
C -0.00915 -0.79189 -1.26946  -0.779
C -0.84023 0.08107 -0.41134  0.585
C -0.42879 -0.53042 0.99645  -1.290
C -0.07854 1.27125 0.09020  -0.442
H 1.15535 0.43453 2.65264  0.382
H 1.61825 -1.73748 -0.32214  0.290
H 2.04045 -0.19691 -1.18136  0.397
H -0.49777 -1.77606 -1.39886  0.340
H -0.14382 -0.32930 -2.37917  0.256
H -2.53680 1.27148 -0.68470  0.393
H -1.02692 -0.19772 1.85216  0.353
H -0.59241 -1.46486 1.00369  0.433
H -0.79594 1.61714 0.94571  0.338
H 0.25425 2.14820 -0.56549  0.280
O 1.84175 0.46885 1.66292  -0.653
O -2.16972 0.14022 -0.98841  -0.659

***

3.
Formula: C3H10N2O
Source: the OMol25 dataset
Level of theory: wB97M-V/def2-TZVPD

E_tot, a.u.: -305.0040
Structure (SMILES): NCCNCO
Relative energy (zero: lowest compared OMol25 entry of this formula, charge and spin), kJ/mol: 185.5
F_max, eV Å⁻¹: 4.280
Orbital gap, eV: 10.228
Molar mass, g mol⁻¹: 90.13

Each line ends with the Mulliken charge.
Atoms and positions in Å:
C -0.82417 -0.62826 0.57677  -0.528
N -1.19738 0.65342 -0.08795  -0.278
C -0.19169 1.65759 -0.35508  -0.591
O 0.51905 2.19853 0.77422  -0.544
C 0.12817 -1.56165 -0.29169  -0.484
N 1.52297 -1.16547 -0.05514  -0.628
H -1.79151 -1.27920 0.87920  0.312
H -0.29521 -0.52503 1.53808  0.336
H -2.05838 1.08000 0.29473  0.238
H 0.44025 1.36690 -1.17361  0.304
H -0.76376 2.55080 -0.75144  0.339
H 0.91901 1.39968 1.15186  0.364
H -0.03064 -2.59585 -0.01466  0.438
H -0.22415 -1.18107 -1.35759  0.260
H 1.72740 -0.25924 -0.44071  0.236
H 2.12005 -1.71116 -0.68699  0.227

***

4.
Formula: C10H14O
Source: the OMol25 dataset
Level of theory: wB97M-V/def2-TZVPD

E_tot, a.u.: -464.4981
Relative energy (zero: lowest compared OMol25 entry of this formula, charge and spin), kJ/mol: 490.6
F_max, eV Å⁻¹: 4.965
Orbital gap, eV: 8.774
Molar mass, g mol⁻¹: 150.22

Each line ends with the Mulliken charge.
Atoms and positions in Å:
C 0.80217 0.75736 -0.91306  0.167
C 0.13116 -0.42221 -1.19611  -0.143
C 2.25388 0.39236 -0.45455  -0.794
C 0.11381 1.66147 0.09478  -1.034
C 0.96612 -1.59147 -0.82789  -0.836
C 0.69581 -0.36848 1.44742  -1.098
C 1.75423 -0.84839 0.29123  -0.111
C -0.59287 0.54568 0.97991  -0.480
C -1.40727 -0.10998 -0.05994  1.105
C -2.54182 0.62822 -0.73187  -1.567
O -1.87653 -1.33322 0.38792  -0.516
H 2.98049 0.01320 -1.30560  0.329
H 2.59059 1.15329 0.24517  0.391
H 0.89520 2.25496 0.70812  0.297
H -0.55332 2.47827 -0.30170  0.370
H 0.30515 -2.44744 -0.45937  0.258
H 1.66288 -1.98589 -1.50965  0.453
H 0.18738 -1.22358 1.82647  0.479
H 1.15654 0.20269 2.25920  0.493
H 2.68438 -1.49234 0.64789  0.345
H -0.99497 0.92807 1.95083  0.455
H -2.48854 1.76891 -0.61273  0.276
H -3.58548 0.27270 -0.43003  0.397
H -2.66179 0.38894 -1.81208  0.384
H -2.47720 -1.62314 -0.22437  0.380

***

5.
Formula: C34H40N9O4S3Ti
Source: the OMol25 dataset
Level of theory: wB97M-V/def2-TZVPD

E_tot, a.u.: -4157.0354
Net charge: +2
Relative energy (zero: lowest compared OMol25 entry of this formula, charge and spin), kJ/mol: 114.1
Spin multiplicity: 2
F_max, eV Å⁻¹: 2.425
Orbital gap (alpha / beta), eV: 5.137 / 4.916
Molar mass, g mol⁻¹: 782.82
<S²>: 0.7655

Each line ends with the Mulliken charge.
Atoms and positions in Å:
Ti -1.60198 -0.01395 -0.67743  -0.009
N -3.70146 1.58400 2.80990  -0.197
C -3.22843 1.38168 1.58220  0.101
S -1.58593 1.70021 1.19579  -0.281
N -4.07552 0.88548 0.65838  -0.305
N -3.46654 0.70532 -0.58733  0.610
C -3.94061 1.36997 -1.61039  -0.503
C -2.98168 1.61307 -2.63678  0.387
C -3.23123 2.33333 -3.80678  -1.164
C -2.16881 2.70259 -4.59915  -0.576
C -0.87675 2.34114 -4.21214  -0.829
C -0.69524 1.57956 -3.08084  -0.377
N -1.72500 1.19205 -2.29853  0.676
H -3.09478 2.00346 3.49671  0.239
H -4.69378 1.60117 2.99062  0.271
H -4.94217 1.78564 -1.61526  0.538
H -4.24464 2.61497 -4.05643  0.524
H -2.32987 3.27605 -5.50071  0.467
H -0.01724 2.64776 -4.78981  0.556
H 0.29053 1.25860 -2.76833  0.662
N -5.84507 -1.17474 1.36282  -0.645
C -4.91757 -2.28717 1.06687  0.172
C -3.69942 -2.14720 1.99502  -1.383
C -2.35322 -2.61168 1.42836  0.410
N -1.51029 -1.43869 1.06983  -0.583
C -2.51856 -3.52156 0.22307  -1.863
C -3.31173 -2.87959 -0.90550  0.396
N -2.48333 -1.83510 -1.58794  -0.617
C -4.64557 -2.27264 -0.44480  -1.459
H -6.12873 -1.21800 2.33831  0.280
H -6.70301 -1.28487 0.82854  0.249
H -4.89644 0.27785 0.92342  0.437
H -5.38864 -3.24803 1.29802  0.557
H -3.90646 -2.71858 2.90099  0.415
H -3.60783 -1.10906 2.32182  0.331
H -1.82390 -3.16760 2.20723  0.605
H -0.55979 -1.77665 0.88745  0.112
H -1.38904 -0.86743 1.90747  0.370
H -3.03905 -4.42794 0.53911  0.533
H -1.53960 -3.84272 -0.14517  0.607
H -3.51518 -3.65373 -1.64965  0.571
H -3.01370 -1.51085 -2.39993  0.337
H -1.66519 -2.30520 -1.98550  0.385
H -5.46406 -2.80304 -0.93338  0.369
H -4.70797 -1.24534 -0.80454  0.354
O 5.87356 -0.63056 3.27723  -0.604
S 4.55777 -1.04630 3.64125  1.202
O 4.34387 -2.18077 4.47662  -0.675
N 3.66194 -1.26293 2.22854  -0.451
C 2.73429 -0.39330 2.15699  0.201
S 1.63223 -0.31656 0.80091  0.050
C 2.63114 0.59912 3.25492  0.538
C 1.78061 1.68217 3.39595  -0.194
C 1.93574 2.49080 4.51623  -0.881
C 2.92077 2.22211 5.46175  -0.556
C 3.78381 1.14009 5.31121  -0.704
C 3.61187 0.34814 4.19791  -0.125
H 1.02923 1.90504 2.64786  0.436
H 1.29174 3.34845 4.65109  0.457
H 3.02639 2.86906 6.32126  0.442
H 4.55962 0.93543 6.03480  0.488
C 5.29869 2.48203 1.70639  -1.182
O 4.70429 1.49380 0.87406  -0.180
C 4.17974 1.87867 -0.32076  1.020
C 4.03954 3.19393 -0.73706  -0.595
C 3.45814 3.46812 -1.97050  -1.034
C 3.03406 2.43563 -2.78787  -0.778
C 3.19140 1.11531 -2.37829  0.064
C 3.75320 0.82391 -1.14804  -0.484
N 3.92331 -0.50068 -0.67918  -0.388
C 2.75516 -1.25534 -0.40275  -0.592
C 2.04260 -1.67877 -1.66616  -1.637
C 2.80648 -2.45248 -2.54117  -0.826
C 2.33025 -2.85163 -3.77682  -1.021
C 1.06390 -2.45312 -4.18480  -1.091
C 0.28399 -1.69110 -3.33220  -0.293
C 0.76188 -1.33171 -2.07177  1.230
O -0.05918 -0.59730 -1.25789  1.377
H 6.08049 3.02125 1.16937  0.466
H 5.73832 1.93896 2.53817  0.254
H 4.54631 3.18610 2.07177  0.402
H 4.37553 4.00539 -0.11146  0.486
H 3.36070 4.49488 -2.29382  0.429
H 2.61957 2.64857 -3.76397  0.633
H 2.91087 0.30846 -3.04568  0.658
H 4.56801 -0.52992 0.10523  0.546
H 3.03972 -2.13515 0.17319  1.198
H 3.81206 -2.71369 -2.24049  0.532
H 2.95051 -3.45184 -4.42559  0.446
H 0.69026 -2.72121 -5.16258  0.501
H -0.68990 -1.33360 -3.64949  0.503

***

6.
Formula: C3H4N2O2
Source: the OMol25 dataset
Level of theory: wB97M-V/def2-TZVPD

E_tot, a.u.: -376.5532
Structure (SMILES): Nn1ccc(=O)o1
Relative energy (zero: lowest compared OMol25 entry of this formula, charge and spin), kJ/mol: 552.8
F_max, eV Å⁻¹: 6.025
Orbital gap, eV: 9.813
Molar mass, g mol⁻¹: 100.08

Each line ends with the Mulliken charge.
Atoms and positions in Å:
C 0.20248 0.84798 -0.17831  -0.248
C -1.07751 0.92597 0.06095  -0.355
C -1.58004 -0.48102 0.08167  0.593
H 1.68214 -0.42212 1.23465  0.273
H 2.60306 -1.02873 -0.27936  0.209
H 0.98716 1.57608 -0.70294  0.254
H -1.91497 1.76699 0.31154  0.283
N 1.76295 -0.77633 0.17105  -0.466
N 0.65443 -0.40563 -0.42921  0.305
O -2.80985 -0.80427 -0.08376  -0.610
O -0.50985 -1.19892 -0.18627  -0.239

***

7.
Formula: C6H8OS
Source: the OMol25 dataset
Level of theory: wB97M-V/def2-TZVPD

E_tot, a.u.: -706.8208
Structure (SMILES): OC[C@H]1CC=CC1=S
Relative energy (zero: lowest compared OMol25 entry of this formula, charge and spin), kJ/mol: 66.7
F_max, eV Å⁻¹: 1.774
Orbital gap, eV: 8.155
Molar mass, g mol⁻¹: 128.20

Each line ends with the Mulliken charge.
Atoms and positions in Å:
C -0.35216 1.78816 0.40289  -1.037
C -0.53754 0.32285 0.75769  0.436
C -1.87757 -0.28328 0.27353  -0.699
C -1.48700 -1.61247 -0.29288  -0.354
C -0.15601 -1.77644 -0.35775  -0.423
C 0.52318 -0.59156 0.15057  -0.095
H 0.45057 1.68858 -1.39233  0.358
H 0.60419 2.13814 0.83885  0.373
H -1.16313 2.34365 0.83956  0.408
H -0.43811 0.22026 1.84175  0.414
H -2.31023 0.33995 -0.51393  0.299
H -2.63516 -0.36232 1.07577  0.313
H -2.26234 -2.33679 -0.62674  0.374
H 0.36700 -2.66564 -0.77347  0.405
O -0.40799 2.01464 -0.98818  -0.536
S 2.12336 -0.28541 0.06323  -0.237

***

8.
Formula: C24H66O9
Source: the OMol25 dataset
Level of theory: wB97M-V/def2-TZVPD

E_tot, a.u.: -1631.0749
Structure (SMILES): CC(C)O.CC(C)O.CC(C)O.CC(C)O.CC(C)O.CC(C)O.CC(C)O.CC(C)O.O
Relative energy (zero: lowest compared OMol25 entry of this formula, charge and spin), kJ/mol: 218.1
F_max, eV Å⁻¹: 3.478
Orbital gap, eV: 10.320
Molar mass, g mol⁻¹: 498.78

Each line ends with the Mulliken charge.
Atoms and positions in Å:
O 0.52360 -0.71484 -0.76548  0.366
H 0.63551 -1.05609 0.15890  0.048
H -0.22109 -0.09668 -0.49168  0.056
C 1.00138 -4.25261 -1.88452  -1.068
C 2.05886 -3.65113 -2.82947  0.776
C 3.09300 -2.80920 -2.11677  -0.712
O 2.79356 -4.70972 -3.42998  -0.592
H 1.36642 -5.07319 -1.28966  0.349
H 0.22559 -4.61404 -2.47762  0.444
H 0.72565 -3.39100 -1.23028  0.037
H 1.59910 -3.03966 -3.58912  0.042
H 2.61927 -1.80466 -2.08886  0.033
H 3.92709 -2.77337 -2.81091  0.371
H 3.48592 -2.99275 -1.11660  0.085
H 2.25955 -5.12697 -4.08056  0.334
C -2.02576 -2.37414 -3.82643  -1.009
C -2.23608 -0.92819 -4.15131  0.826
C -3.68063 -0.58619 -4.37069  -1.689
O -1.71227 -0.11381 -3.13964  -0.299
H -0.95011 -2.53075 -3.78310  -0.095
H -2.46832 -3.02122 -4.54169  0.522
H -2.35906 -2.51883 -2.80825  0.242
H -1.71701 -0.69862 -5.12726  0.236
H -3.76845 0.45673 -4.65715  0.366
H -4.22494 -0.76863 -3.46963  0.344
H -4.10776 -1.30747 -5.05820  0.458
H -0.74760 -0.01362 -3.17418  0.175
C -3.49949 -1.82149 2.12470  -0.618
C -2.88051 -2.45684 3.39051  1.040
C -3.81036 -2.31106 4.65267  -1.312
O -2.75627 -3.87926 3.25774  -0.617
H -2.79321 -1.80965 1.31192  0.245
H -3.64716 -0.78687 2.29551  -0.128
H -4.45211 -2.35692 1.94589  0.302
H -1.87731 -2.07762 3.56650  -0.168
H -3.88575 -1.24719 4.86559  0.336
H -3.38415 -2.91568 5.49308  0.358
H -4.84882 -2.58323 4.37373  0.335
H -2.31952 -4.25333 2.48213  0.315
C -1.27168 0.52092 3.90242  -1.071
C -0.72425 1.86236 4.41938  0.286
C 0.75042 1.88369 4.26839  -1.267
O -1.26517 2.91850 3.68643  -0.472
H -0.76474 -0.24028 4.40573  0.583
H -0.94026 0.39536 2.84395  0.127
H -2.34815 0.37826 3.90948  0.258
H -1.09823 1.80976 5.48398  0.254
H 1.21651 1.18142 5.01721  0.338
H 1.17069 2.78532 4.58010  0.563
H 1.06196 1.56110 3.27219  0.142
H -1.35247 3.69522 4.24467  0.306
C 3.58001 4.36993 1.24919  -1.329
C 2.69210 4.70353 0.10084  0.464
C 1.56347 3.69484 -0.05662  -0.525
O 2.10094 5.99601 0.14674  -0.556
H 3.72670 3.29813 1.27130  0.317
H 3.09292 4.59004 2.20198  0.314
H 4.48346 4.93114 1.40367  0.378
H 3.22791 4.78187 -0.86483  0.166
H 1.96989 2.66708 -0.37655  0.055
H 0.95972 3.98174 -0.95370  0.253
H 0.96193 3.44526 0.86175  0.114
H 2.08309 6.29672 1.02913  0.331
C -2.52873 2.45533 -1.29769  -1.569
C -2.54160 1.71871 -0.00164  0.952
C -3.97351 1.48731 0.45925  -1.258
O -1.95580 0.48304 -0.21656  -0.219
H -3.02820 3.37863 -1.02641  0.590
H -3.21424 1.96568 -1.97722  0.398
H -1.52859 2.79728 -1.67298  0.058
H -2.00821 2.29828 0.77173  0.088
H -4.40515 2.39563 0.91268  0.413
H -3.87995 0.72742 1.20396  0.041
H -4.65070 1.08672 -0.28488  0.330
H -2.15708 0.25602 -1.13384  -0.031
C 3.06370 -2.93658 1.80935  -1.433
C 2.55396 -1.95543 2.85525  0.659
C 3.50991 -0.78424 3.06611  -1.161
O 1.29729 -1.46744 2.39538  -0.283
H 3.44166 -2.41682 0.91313  0.094
H 2.39667 -3.72365 1.53635  0.445
H 3.94929 -3.47844 2.17866  0.470
H 2.41303 -2.41304 3.82594  0.311
H 4.05138 -0.27150 2.25589  0.243
H 4.24737 -1.02497 3.80560  0.441
H 2.88626 -0.02615 3.57887  0.124
H 0.84990 -1.10154 3.20705  0.006
C 2.89572 1.54136 -3.35537  -1.639
C 1.38737 1.44220 -3.36884  1.718
C 0.81944 2.08581 -4.62610  -1.578
O 0.98943 0.12352 -3.50881  -0.581
H 3.30512 1.07384 -4.21249  0.443
H 3.27480 0.95405 -2.47166  0.333
H 3.21911 2.55881 -3.29072  0.396
H 0.95299 1.85061 -2.47788  -0.368
H -0.14936 1.76958 -4.84200  0.341
H 1.48260 1.82198 -5.39727  0.454
H 0.82347 3.22041 -4.53298  0.336
H 1.39310 -0.39061 -2.73659  -0.328